Model A:
The following is a quantum chemistry calculation of a cluster of 2 separate species, H2N2O3 in total, from OMol25.

XYZ file:
```
7
Properties=species:S:1:pos:R:3
O 1.84256 1.13295 -0.40892
O -0.67986 0.78723 0.40222
O 0.91522 0.17125 -0.42316
N -1.53186 -0.04279 0.64034
N -1.68216 -1.17874 0.69454
H 2.16688 1.07777 -1.30322
H -1.03078 -1.94767 0.39819
```

## Properties
E_HOMO (alpha / beta)   -10.0 / -8.9 eV
Multiplicity   1
E_LUMO (alpha / beta)   -0.62 / -0.33 eV
Frontier orbital gap (alpha / beta)   0.3441 / 0.3162 Ha

=====

Model B:
The following is a quantum chemistry calculation of the molecule H2N2O3, from OMol25.

XYZ file:
```
7
Properties=species:S:1:pos:R:3
O 0.91867 0.22309 -0.10624
O -1.75952 -1.73161 -0.20729
O -0.43368 -1.08796 -1.90889
N -0.84934 -1.03428 -0.75451
N -0.34189 -0.12060 0.03184
H 1.07399 1.22698 -0.14020
H -0.75949 -0.55168 1.10996
```

## Properties
E_HOMO   -10.8 eV
Multiplicity   1
E_LUMO   0.21 eV
Frontier orbital gap   0.4056 Ha

=====

Going by the computed energies, the most stable comes first: model B, model A.

=====

Model A:
The following is a quantum chemistry calculation of a cluster of 2 separate species, C5H10BrNO2 in total, from OMol25.

XYZ file:
```
19
Properties=species:S:1:pos:R:3
Br 0.82304 -1.13578 1.16799
O 0.70746 2.74504 0.02205
O 0.58813 1.53822 1.89977
N 0.78724 1.59228 0.50248
C 0.98034 0.22313 -1.43353
C 2.11165 -0.62571 -1.98447
C -2.42131 -1.25875 1.74719
C 1.07061 0.42037 0.00606
C -2.70158 -0.57217 0.66979
H 3.03104 -0.03116 -2.19091
H 1.82861 -1.04522 -2.91602
H -3.46015 -0.91986 -0.04804
H -0.00461 -0.34287 -1.55135
H -2.28461 0.38556 0.42219
H 1.06836 1.29738 -1.76353
H -1.76888 -0.92808 2.55879
H 2.24445 -1.40893 -1.16793
H -2.78922 -2.29393 1.90302
H 0.18943 2.36050 2.15644
```

## Properties
E_HOMO   -9.0 eV
Multiplicity   1
E_LUMO   0.39 eV
Frontier orbital gap   0.3439 Ha

=====

Model B:
The following is a quantum chemistry calculation of a cluster of 2 separate species, C5H10BrNO2 in total, from OMol25.

XYZ file:
```
19
Properties=species:S:1:pos:R:3
Br -1.94296 -1.41833 0.34458
O -1.29434 2.30170 -0.87023
O -2.99137 0.87617 -1.20758
N -1.72990 1.14457 -0.67678
C 1.59010 -1.58479 -2.02526
C 0.20041 0.73825 0.69944
C 2.03233 -1.93499 -0.82586
C -1.12276 0.28677 0.08647
C 0.04382 0.84182 2.25145
H 2.27997 -1.01593 -2.57528
H -0.34269 1.91740 2.45337
H 0.41053 1.63973 0.33560
H 0.64031 -1.68115 -2.39144
H -0.56953 0.17520 2.73014
H -3.53344 1.59523 -0.84703
H 1.02424 0.67822 2.80883
H 1.39630 -2.66563 -0.32130
H 3.08100 -1.80949 -0.32263
H 0.82797 -0.08475 0.35350
```

## Properties
E_HOMO   -8.8 eV
Multiplicity   1
E_LUMO   0.50 eV
Frontier orbital gap   0.3402 Ha

=====

Going by the computed energies, the most stable comes first: model A, model B.

=====

Model A:
The following is a quantum chemistry calculation of a cluster of 2 separate species, C3H3NOS2 in total, from OMol25.

XYZ file:
```
10
Properties=species:S:1:pos:R:3
S -0.99504 -0.08906 2.19042
S -1.10195 2.61278 -0.71556
O 1.00792 0.87233 -0.63375
N -1.93746 -1.10721 -0.15002
C -0.06949 1.40038 -0.57875
C -1.38950 -0.84847 0.88725
C 1.99978 0.13865 -0.23934
H 2.34364 -0.69593 -0.84962
H 2.07767 -0.30337 0.82045
H -1.93556 -1.98010 -0.73107
```

## Properties
E_HOMO (alpha / beta)   -7.2 / -7.2 eV
Multiplicity   1
E_LUMO (alpha / beta)   -0.09 / -0.09 eV
Frontier orbital gap (alpha / beta)   0.2616 / 0.2616 Ha

=====

Model B:
The following is a quantum chemistry calculation of the molecule C3H3NOS2, from OMol25.

XYZ file:
```
10
Properties=species:S:1:pos:R:3
S -2.22631 0.05145 -0.53758
S -0.32997 -1.12231 -1.17871
O 1.02864 1.83694 1.81690
N 1.28771 0.75355 -0.19988
C 0.96978 -0.11337 -1.15915
C 1.05141 1.27689 0.82173
C -1.11967 -0.75076 0.50059
H -0.64219 -0.16356 1.21953
H 1.45908 -0.05343 -2.06770
H -1.47849 -1.71538 0.78427
```

## Properties
E_HOMO (alpha / beta)   -7.6 / -7.6 eV
Multiplicity   1
E_LUMO (alpha / beta)   -0.49 / -0.49 eV
Frontier orbital gap (alpha / beta)   0.2606 / 0.2605 Ha

=====

Going by the computed energies, the most stable comes first: model B, model A.

=====

Model A:
The following is a quantum chemistry calculation of the molecule C5H2O, from OMol25.

XYZ file:
```
8
Properties=species:S:1:pos:R:3
O 1.50560 0.76317 1.51462
C 0.90426 -0.24561 1.27430
C -0.56276 -0.16416 -1.41094
C 1.13630 -1.08237 0.07967
C 0.45472 -0.96101 -0.92752
C -1.36378 0.72706 -1.25358
H -0.02423 -0.56395 1.80571
H -2.05011 1.52687 -1.08226
```

## Properties
E_HOMO   -10.1 eV
Multiplicity   1
E_LUMO   -0.81 eV
Frontier orbital gap   0.3429 Ha

=====

Model B:
The following is a quantum chemistry calculation of the molecule C5H2O, from OMol25.

XYZ file:
```
8
Properties=species:S:1:pos:R:3
O -1.81071 0.24044 0.49101
C 0.25359 0.03664 -0.60529
C 1.21544 0.14960 0.64591
C -1.18734 -0.13929 -0.44596
C 1.14171 -1.05909 -0.22737
C 0.98731 1.24944 -0.21908
H 0.99039 0.24697 1.73777
H -1.59040 -0.72472 -1.37699
```

## Properties
E_HOMO   -10.4 eV
Multiplicity   1
E_LUMO   -1.34 eV
Frontier orbital gap   0.3317 Ha

=====

Going by the computed energies, the most stable comes first: model A, model B.

=====

Model A:
The following is a quantum chemistry calculation of the molecule C8H10N2, from OMol25.

XYZ file:
```
20
Properties=species:S:1:pos:R:3
N -0.49103 -2.46676 -2.84473
N -1.38842 -1.54508 0.91537
C -0.07201 -0.61603 -1.26035
C 0.11749 2.90230 0.04899
C -0.01299 1.35222 -0.11933
C 1.09389 -1.61844 0.90673
C -0.12112 -0.88743 0.52460
C 0.16565 0.69694 -1.43431
C -0.26697 -1.59328 -2.13398
C -0.06779 0.53661 0.94156
H -2.06535 -0.88509 1.29450
H 0.30380 1.26207 -2.35777
H -1.71546 -2.23352 0.22467
H 1.89421 -0.93468 0.89690
H 0.41720 3.31968 -0.89906
H -0.78213 3.34640 0.41267
H 1.32996 -2.44476 0.19206
H -0.10991 0.76990 1.97467
H 0.87952 3.10954 0.77384
H 0.89146 -2.07058 1.94298
```

## Properties
E_HOMO   -8.9 eV
Multiplicity   1
E_LUMO   -0.15 eV
Frontier orbital gap   0.3204 Ha

=====

Model B:
The following is a quantum chemistry calculation of the molecule C8H10N2, from OMol25.

XYZ file:
```
20
Properties=species:S:1:pos:R:3
N -2.15263 -0.94773 -0.72145
N 0.16618 -0.22178 -0.33578
C 1.40905 -0.61644 0.16734
C -0.96138 -1.93440 1.14228
C 0.24187 -2.10951 1.70772
C 0.18054 0.77421 -1.43232
C 1.42912 -1.55563 1.12856
C -0.99250 -1.03838 -0.10269
C -0.38032 2.10758 -1.01185
C 0.06820 2.84976 0.06732
H -0.42508 0.36468 -2.30398
H -1.43961 2.39913 -1.44320
H 0.28601 -2.75734 2.60298
H -0.69271 3.61797 0.38496
H 2.30067 -0.08876 -0.25629
H -1.75986 -2.34836 1.64652
H 1.27466 0.87959 -1.75074
H 2.46492 -1.83516 1.22092
H -2.02127 -0.18226 -1.35364
H 1.00412 2.64283 0.64336
```

## Properties
E_HOMO   -7.9 eV
Multiplicity   1
E_LUMO   0.71 eV
Frontier orbital gap   0.3150 Ha

=====

Going by the computed energies, the most stable comes first: model A, model B.

=====

Model A:
The following is a quantum chemistry calculation of the molecule C8H10N2, from OMol25.

XYZ file:
```
20
Properties=species:S:1:pos:R:3
N -1.66378 -1.06969 -0.55627
N -0.43799 -0.07992 1.86682
C -0.50743 -0.36603 -0.57683
C 0.03476 0.23740 0.66989
C 0.27836 0.02661 -1.87023
C 1.30249 1.21151 0.66473
C 1.46488 1.00025 -1.76686
C -1.43483 -0.94062 1.87667
C -2.07531 -1.37971 0.69050
C 2.30845 0.82763 -0.48653
H 0.90861 1.98485 -1.79956
H -1.84341 -1.05404 2.89974
H 0.49706 -0.95987 -2.29118
H 2.00499 0.97522 -2.65007
H 1.73206 1.28273 1.69205
H 2.62729 -0.20027 -0.30460
H -0.39172 0.36811 -2.68506
H 3.13156 1.54530 -0.65406
H 0.83706 2.21570 0.53793
H -3.01947 -1.81279 0.87289
```

## Properties
E_HOMO   -9.0 eV
Multiplicity   1
E_LUMO   0.70 eV
Frontier orbital gap   0.3569 Ha

=====

Model B:
The following is a quantum chemistry calculation of the molecule C8H10N2, from OMol25.

XYZ file:
```
20
Properties=species:S:1:pos:R:3
N 1.49434 -1.84929 -0.57801
N 0.56580 0.91017 -0.63090
C -0.36528 -0.11924 -0.43978
C 2.45208 -1.19156 -0.13522
C 2.39435 -0.07867 0.84039
C -1.85826 0.38607 -0.62227
C 0.09278 -1.45557 -0.51104
C 3.10361 1.07769 0.09060
C 1.69610 0.78576 -0.19817
C -2.65150 0.40667 0.63028
H -2.59837 -0.72783 1.12807
H 3.70404 0.82832 -0.77797
H 3.41363 -1.32909 -0.60138
H 3.14566 2.06504 0.48748
H -2.36613 1.06151 1.45027
H -0.59765 -2.36230 -0.66066
H 2.29366 -0.22857 1.90169
H -3.68498 0.55060 0.36001
H -1.67402 1.41376 -1.01594
H -2.51236 -0.20639 -1.31362
```

## Properties
E_HOMO   -8.4 eV
Multiplicity   1
E_LUMO   0.96 eV
Frontier orbital gap   0.3440 Ha

=====

Model C:
The following is a quantum chemistry calculation of a structure of composition C8H10N2, from OMol25.

XYZ file:
```
20
Properties=species:S:1:pos:R:3
N -2.33365 -1.34518 -0.61286
N -2.15507 -0.00350 -1.19916
C 1.07624 -0.78283 0.95060
C 0.39823 -0.23311 -0.06947
C 2.37347 0.33803 -1.29497
C -2.01554 0.13514 1.36863
C -1.56776 -0.31667 0.01382
C 2.45980 -0.77339 0.86618
C 0.95593 0.31042 -1.15450
C 3.05907 -0.27884 -0.27410
H -3.07672 0.58473 -1.08745
H -2.90575 0.98447 1.21702
H -1.18114 0.62224 1.75544
H 2.85119 0.41340 -2.21927
H 0.16719 0.46774 -1.87960
H 0.54153 -1.01784 1.91852
H -2.31312 -0.71387 2.01526
H -1.89694 -2.00974 -1.25875
H 3.03843 -1.10176 1.80220
H 4.15460 -0.43761 -0.24302
```

## Properties
E_HOMO   -9.2 eV
Multiplicity   1
E_LUMO   0.99 eV
Frontier orbital gap   0.3747 Ha

=====

Going by the computed energies, the most stable comes first: model A, model C, model B.

=====

Model A:
The following is a quantum chemistry calculation of a cluster of 2 separate species, C7H12O3 in total, from OMol25.

XYZ file:
```
22
Properties=species:S:1:pos:R:3
O 0.40308 -1.16185 0.86327
O -0.69961 2.14063 0.52164
O -2.98416 -0.18301 -0.62108
C -1.99816 0.50274 -0.64015
C -1.91567 0.59468 1.92478
C -1.46933 1.22463 0.65552
C 1.06326 -0.34740 0.26049
C 1.31735 -0.47466 -1.28260
C 2.02670 0.57577 0.95823
C 0.56581 -1.64258 -1.89324
H 0.90644 -2.58073 -1.46173
H -0.49985 -1.56548 -1.68552
H 2.39304 -0.59660 -1.42241
H -2.97398 0.35342 1.86310
H -1.37270 -0.34677 2.03206
H -1.57829 0.93457 -1.56685
H 2.24907 0.21467 1.95948
H -1.68682 1.23035 2.77607
H 1.05028 0.48124 -1.73817
H 0.70959 -1.66337 -2.97166
H 2.94352 0.75935 0.40592
H 1.55046 1.55040 1.06286
```

## Properties
E_HOMO   -9.7 eV
Multiplicity   1
E_LUMO   -0.28 eV
Frontier orbital gap   0.3459 Ha

=====

Model B:
The following is a quantum chemistry calculation of a cluster of 2 separate species, C7H12O3 in total, from OMol25.

XYZ file:
```
22
Properties=species:S:1:pos:R:3
O -0.00495 -0.54473 1.97802
O 1.43018 1.76080 -0.40952
O -1.19009 1.32663 -0.80159
C 2.69000 -0.70284 -1.15156
C 1.99603 1.04508 0.40590
C -0.89189 -1.08514 -0.74499
C -2.77165 0.10157 0.46281
C -1.32199 0.18819 -0.02457
C -0.46268 0.36277 1.34466
C 2.58948 -0.25888 0.09933
H -0.60677 1.37836 1.77071
H -0.22793 1.57762 -0.87567
H -3.42423 0.03884 -0.40782
H 0.13112 -0.98933 -1.10216
H 2.18930 1.41026 1.43050
H -2.91641 -0.77599 1.08780
H 3.07042 -1.68418 -1.38313
H 2.89525 -0.86056 0.94527
H -0.94925 -1.93646 -0.06984
H -3.03125 0.99741 1.02280
H 2.35505 -0.09328 -1.97765
H -1.54775 -1.25615 -1.59931
```

## Properties
E_HOMO   -9.3 eV
Multiplicity   1
E_LUMO   -0.54 eV
Frontier orbital gap   0.3215 Ha

=====

Going by the computed energies, the most stable comes first: model A, model B.

=====

Model A:
The following is a quantum chemistry calculation of a cluster of 2 separate species, C5H17N2O in total, from OMol25.

XYZ file:
```
25
Properties=species:S:1:pos:R:3
O -3.77687 -1.51465 -0.92864
N 1.19418 0.31323 -2.04389
N -0.24543 0.01861 0.09114
C 0.20797 -1.26003 -0.35798
C 0.68406 2.12475 0.94475
C -0.06842 0.33282 2.58998
C 0.52150 0.62902 1.21505
C 1.22043 -1.09981 -1.57024
H 1.18484 2.29993 -0.00033
H -0.28819 2.61628 0.85792
H 1.52041 0.18927 1.14900
H 1.38775 0.39338 -3.03443
H 0.34576 -0.59399 2.99430
H -0.54717 -1.90790 -0.78949
H -1.11989 0.03590 2.54201
H 1.89943 0.84467 -1.54174
H 0.05930 1.17961 3.23582
H 1.14849 -1.84918 -2.34797
H -3.98728 -1.87297 -1.80095
H -4.64052 -1.14154 -0.68667
H -1.22968 0.01490 0.35622
H 0.80843 -1.78429 0.38697
H 0.26642 0.69322 -1.81711
H 2.21944 -1.27971 -1.18684
H 1.23499 2.61847 1.74312
```

## Properties
Total charge   +1
E_HOMO   -13.2 eV
Multiplicity   1
E_LUMO   -3.22 eV
Frontier orbital gap   0.3672 Ha

=====

Model B:
The following is a quantum chemistry calculation of a cluster of 2 separate species, C5H17N2O in total, from OMol25.

XYZ file:
```
25
Properties=species:S:1:pos:R:3
O 3.37450 -3.25057 -0.78589
N 0.83640 -0.75312 -1.09421
N -0.87773 -0.08254 1.01238
C -2.17453 0.07651 1.86632
C 0.69897 1.62659 -2.00846
C -2.39250 1.49232 2.32705
C -0.89060 0.77664 -0.19219
C 0.52743 0.79373 -0.77657
H 0.72902 2.67918 -1.80490
H 1.62503 1.52015 -2.58982
H 4.19525 -3.13017 -1.28194
H -2.97428 -0.54007 1.40553
H 3.51680 -4.13820 -0.43436
H -0.13479 1.48102 -2.69883
H -3.03153 1.91707 1.54681
H 0.00053 -1.28114 -0.85402
H -1.47128 2.01351 2.56826
H -1.18979 1.80136 0.06429
H 1.72919 -0.91304 -0.62097
H -0.18042 0.29362 1.64540
H -1.62987 0.24349 -0.83650
H 1.31451 1.02988 -0.00735
H 1.07162 -0.81982 -2.08098
H -3.17652 1.65764 3.07670
H -1.87790 -0.60204 2.68554
```

## Properties
Total charge   +1
E_HOMO   -13.2 eV
Multiplicity   1
E_LUMO   -2.91 eV
Frontier orbital gap   0.3793 Ha

=====

Going by the computed energies, the most stable comes first: model A, model B.